Record 1
A cluster of 2 separate species, C4H16N6 in total. Source: the Open Molecules 2025 dataset; level of theory: ωB97M-V/def2-TZVPD.

The geometry in XYZ format:
```
26
Properties=species:S:1:pos:R:3:forces:R:3
C -0.560572 -0.833136 2.726110 2.25 -0.49 -1.24
C -2.319423 -0.666079 0.938439 -0.84 2.20 0.35
N -1.572610 -1.369473 1.773325 1.13 0.40 -0.84
N -2.578995 0.643431 1.286923 -3.20 -0.38 -3.76
N -2.830331 -1.112847 -0.288762 3.10 1.02 3.92
H -1.655438 -2.358703 1.706016 0.26 -0.73 -0.23
H -2.547628 1.071778 2.199720 0.17 -0.63 0.30
H -3.429707 1.026300 0.661673 2.92 -0.65 1.92
H -2.292451 -1.776333 -0.772680 0.13 -1.15 -0.59
H -3.762277 -0.955009 -0.447748 -2.49 0.28 -0.91
H -1.040262 -0.462573 3.562602 -1.04 1.40 1.57
H 0.294723 -0.100336 2.343066 -2.37 -1.44 0.23
H -0.014932 -1.686630 3.161686 -0.23 0.10 -0.59
C 0.916607 -0.523130 -2.512762 -1.41 -1.28 0.87
C 2.281895 1.004723 -1.065286 -0.43 0.51 2.77
N 1.767163 -0.256847 -1.253956 -0.60 1.59 -2.44
N 1.826541 2.166463 -1.578256 -3.12 -3.12 -2.96
N 3.101351 1.318026 -0.003706 -1.52 -7.45 0.01
H 2.278039 -1.089297 -0.985182 0.37 0.56 0.37
H 0.978577 2.234964 -2.209520 1.86 -0.20 1.04
H 2.247212 3.003699 -1.338221 0.81 1.75 0.56
H 3.513415 0.551881 0.616969 -0.50 1.90 -1.49
H 3.460986 2.171653 -0.069755 2.31 4.03 0.46
H 1.276759 -1.397737 -3.106464 0.77 1.30 0.19
H 0.767266 0.422222 -3.083723 0.21 -1.17 0.27
H -0.105896 -1.026998 -2.260504 1.47 1.66 0.21
```
Positions in Å, forces in eV/Å.

Calculated values
LUMO: -6.0 eV
net charge: +2
molecular weight: 148.21 Da
energy relative to the best compared isomer or geometry (same formula, charge and spin): 2.407 eV
calculated total energy: -489.9585 a.u.


Record 2
A structure of composition C17H11BrClF6N2O9PdS2. Source: the Open Molecules 2025 dataset; level of theory: ωB97M-V/def2-TZVPD.

The geometry in XYZ format:
```
50
Properties=species:S:1:pos:R:3:forces:R:3
Pd -0.110988 -1.173507 -0.070074 1.33 -1.71 -1.08
F 2.457776 1.729008 1.730273 0.04 -0.05 0.01
C 2.442054 0.577274 1.051691 0.24 0.01 0.11
F 3.709954 0.166904 0.891955 -0.07 0.03 0.03
F 1.838455 -0.338811 1.824988 -0.05 0.01 -0.08
S 1.696735 0.841480 -0.646336 -1.69 0.35 0.50
O 1.600212 -0.650991 -1.004606 0.22 0.49 0.47
O 2.728567 1.767336 -1.043890 -0.14 -0.48 -0.12
N 0.226827 1.159644 0.094817 0.20 0.11 -0.28
S -1.249021 1.344047 -0.576774 0.55 -0.02 0.07
O -2.132219 1.477880 0.541847 -0.10 0.19 -0.05
O -1.514438 0.293772 -1.529834 -0.53 0.14 -0.07
C -1.333321 2.988528 -1.492616 0.04 -0.12 -0.03
F -0.248769 3.714487 -1.276274 0.06 0.03 0.03
F -1.525115 2.807105 -2.785180 0.01 -0.02 0.04
F -2.383846 3.663109 -1.015566 -0.07 -0.01 0.10
C -0.787184 0.690019 3.737593 0.15 0.02 0.04
C -2.100629 0.004804 3.537229 -0.14 -0.11 -0.09
C -3.297055 0.650911 3.795910 0.02 -0.06 0.00
C -4.504699 0.021773 3.543995 -0.16 0.13 0.06
Cl -5.996116 0.873445 3.892435 0.10 -0.08 -0.03
C -4.552684 -1.245237 3.008523 0.03 -0.06 -0.02
C -3.362980 -1.911583 2.736220 0.05 0.09 0.09
C -2.154940 -1.299801 3.028579 -0.03 0.00 -0.09
O -0.923609 -1.869524 2.815502 0.14 0.00 0.49
C -0.783371 -3.230880 2.445638 -0.07 -0.25 0.00
C -0.654238 -3.167872 0.941561 -0.06 -0.02 -0.81
O -1.659965 -2.785259 0.277767 -0.27 0.59 0.68
O 0.484763 -3.215945 0.372501 -0.10 0.58 0.24
H -0.940324 1.674192 4.175485 0.01 0.04 0.01
H -0.265346 0.815916 2.787587 -0.06 0.01 -0.03
H -0.126008 0.112926 4.385713 -0.01 -0.02 0.02
H -3.287493 1.659605 4.183924 0.00 0.04 0.00
H -5.502266 -1.707550 2.782769 -0.03 -0.01 -0.01
H -3.393554 -2.875671 2.254579 -0.01 -0.03 -0.02
H -1.627026 -3.855487 2.749652 0.01 0.13 0.04
H 0.133547 -3.600197 2.902722 -0.03 0.09 -0.03
Br 6.121118 0.683059 -5.716276 -0.01 0.01 0.00
C 4.466621 0.166354 -4.943770 0.01 -0.02 0.00
C 4.140774 -1.180574 -4.886741 0.10 -0.02 -0.05
N 3.003613 -1.621892 -4.366018 0.01 0.08 0.01
C 2.169558 -0.713685 -3.862186 -0.16 -0.02 0.06
C 2.412008 0.654030 -3.883021 0.00 -0.11 -0.08
C 3.589938 1.111064 -4.454901 -0.04 -0.01 0.02
C 1.388343 1.641129 -3.389186 0.17 0.44 -0.24
O 1.208112 2.663780 -4.024827 0.01 -0.17 0.05
O 0.727920 1.321278 -2.315707 0.25 -0.21 0.11
H 4.827127 -1.920326 -5.281384 0.00 -0.03 -0.01
H 1.250158 -1.081706 -3.421717 0.06 -0.01 -0.07
H 3.793021 2.171638 -4.504571 0.00 0.01 -0.01
```
Positions in Å, forces in eV/Å.

Calculated values
LUMO (spin up / spin down): 0.3 / 0.3 eV
net charge: -1
molecular weight: 787.18 Da
energy relative to the best compared isomer or geometry (same formula, charge and spin): 4.027 eV
calculated total energy: -5998.7390 a.u.


Record 3
A structure of composition C20H11AsN4O6RhS3. Source: the Open Molecules 2025 dataset; level of theory: ωB97M-V/def2-TZVPD.

The geometry in XYZ format:
```
46
Properties=species:S:1:pos:R:3:forces:R:3
Rh 0.158515 0.874122 0.453383 0.31 0.78 -0.30
S 0.148015 1.223522 2.837583 -0.21 -0.22 0.07
C 1.389815 0.013922 2.783483 0.01 0.63 -0.08
C 1.340215 -1.036778 3.695383 0.25 -0.67 0.16
C 2.289815 -2.045278 3.677783 -0.17 1.10 -0.79
C 2.228515 -3.083878 4.625883 -0.04 -0.60 0.66
N 2.191715 -3.890278 5.442583 -0.03 -0.16 0.07
C 3.332115 -2.001078 2.717583 -0.68 0.96 -0.10
C 3.418915 -0.932378 1.838983 0.18 -0.56 0.26
C 2.461315 0.080822 1.839583 -0.03 0.61 0.12
S 2.537115 1.365422 0.684383 -0.06 -0.42 -0.19
C 4.261315 -3.055578 2.643283 0.63 -0.55 -0.06
N 5.025315 -3.909778 2.576683 0.16 -0.17 -0.01
H 0.520615 -1.070178 4.397683 0.02 -0.07 0.06
H 4.208015 -0.909478 1.101883 0.04 0.00 0.00
O -1.231585 0.733622 -4.087817 0.34 -0.65 0.40
As -1.394885 0.202922 -2.342217 -0.15 1.03 -2.44
O -2.913885 0.670122 -2.044117 -1.01 -0.09 0.68
O -0.180685 1.140522 -1.689617 0.87 -0.16 1.04
C -0.880285 -1.642878 -2.703917 -0.17 0.49 -0.03
C -0.760185 -2.075978 -4.015017 -0.06 0.20 -0.22
C -0.338385 -3.367478 -4.283617 0.00 0.01 -0.01
C -0.037885 -4.235878 -3.244217 0.01 0.08 0.01
C -0.136885 -3.797178 -1.933517 -0.05 -0.26 0.13
C -0.566685 -2.508178 -1.683617 0.00 0.26 0.35
S -0.523185 -1.851578 -0.041517 0.22 -1.65 0.92
O 0.846015 -1.304678 0.071083 -0.21 0.41 -0.12
O -0.771785 -2.920378 0.888083 -0.10 -0.08 -0.20
O -1.513785 -0.758778 0.022583 0.11 0.11 -0.34
H -1.659485 1.592222 -4.110317 -0.17 0.10 0.02
H -0.977785 -1.374978 -4.806817 -0.02 -0.06 -0.08
H -0.226385 -3.685278 -5.311917 -0.04 -0.05 -0.01
H 0.286315 -5.243578 -3.462417 0.04 -0.06 0.06
H 0.111415 -4.433678 -1.097317 0.01 -0.09 0.04
N -0.264285 7.531722 0.421883 0.13 0.26 -0.01
C -0.744085 6.490022 0.400383 0.24 0.48 0.02
C -1.356585 5.216322 0.388283 -0.41 -0.96 0.01
C -2.749685 5.090322 0.371383 0.20 -0.18 -0.02
C -3.296585 3.820922 0.353183 0.11 0.06 0.00
C -2.448485 2.717422 0.366483 -0.32 0.14 -0.04
N -1.128185 2.851622 0.413183 0.15 -0.38 0.01
C -0.582385 4.053422 0.410883 -0.09 0.46 0.00
H -3.372085 5.975622 0.366583 0.01 -0.02 -0.01
H -4.366185 3.683122 0.324083 -0.04 -0.07 -0.02
H -2.831685 1.705022 0.315683 -0.01 0.00 -0.05
H 0.498915 4.102422 0.428083 0.03 0.00 0.04
```
Positions in Å, forces in eV/Å.

Calculated values
LUMO (spin up / spin down): 1.8 / -0.2 eV
net charge: -1
molecular weight: 677.36 Da
energy relative to the best compared isomer or geometry (same formula, charge and spin): 1.037 eV
calculated total energy: -4980.1538 a.u.
multiplicity: 5
expectation value of S²: 6.03


Record 4
A structure of composition C27H27CrN14O3S2. Source: the Open Molecules 2025 dataset; level of theory: ωB97M-V/def2-TZVPD.

The geometry in XYZ format:
```
74
Properties=species:S:1:pos:R:3:forces:R:3
Cr 0.111576 0.601897 0.927534 -2.19 1.12 -1.45
N -0.967624 2.193197 3.842634 -0.06 0.18 0.23
C -0.096424 2.852797 3.022834 0.56 0.21 -0.42
N 0.400176 4.054997 3.275534 -0.71 -0.56 0.66
N 1.242376 4.284397 2.269934 0.42 0.30 -0.33
N 1.260576 3.302597 1.454834 0.72 0.25 -0.84
N 0.423176 2.347197 1.881734 -0.58 0.13 0.81
C -1.543724 1.008997 3.496034 -0.14 -0.73 -0.28
N -2.399724 0.319797 4.242034 0.39 0.96 0.22
N -2.686424 -0.755303 3.508734 -0.38 -0.41 -0.06
N -2.052324 -0.735003 2.400534 -0.19 -0.89 -0.45
N -1.293524 0.370397 2.335934 -0.22 0.23 1.32
H -1.286024 2.666197 4.670134 -0.01 -0.03 -0.05
S -0.336324 -1.493303 -0.263866 0.26 -0.19 0.41
C 0.869776 -2.402603 0.637834 -2.22 0.90 -2.03
N 1.113376 -3.674203 0.393434 0.54 -1.06 0.14
N 0.458876 -4.187803 -0.644366 -0.19 2.09 0.42
C 0.392076 -5.501003 -0.970966 0.18 -1.52 -0.14
C -0.395224 -5.872803 -2.073066 0.16 0.34 0.26
C -0.516624 -7.196503 -2.430566 0.02 -0.19 0.01
C 0.143876 -8.181903 -1.708166 -0.02 -0.10 -0.06
C 0.934476 -7.820803 -0.624866 -0.10 -0.23 -0.18
C 1.065076 -6.500203 -0.251466 -0.07 0.47 -0.01
N 1.561476 -1.807503 1.596534 1.16 1.45 1.55
N 1.398276 -0.518103 1.771234 0.59 -2.84 -0.35
C 2.129776 -0.051003 2.871934 0.96 0.21 1.17
C 2.036976 -0.718403 4.094834 -0.20 0.08 -0.31
C 2.753176 -0.262703 5.184434 0.10 -0.01 0.03
C 3.584276 0.840197 5.056934 0.05 0.00 0.02
C 3.699576 1.486497 3.834834 0.07 -0.01 0.08
C 2.978376 1.048197 2.741534 -0.30 -0.25 -0.30
H -0.120224 -3.521903 -1.170766 0.07 -0.18 0.15
H -0.912324 -5.102303 -2.627466 -0.07 0.06 -0.06
H -1.138124 -7.465803 -3.275666 0.01 0.01 0.00
H 0.036476 -9.221103 -1.987366 0.02 -0.04 0.00
H 1.447676 -8.593903 -0.066966 0.04 0.05 0.06
H 1.667576 -6.212903 0.594634 0.06 0.04 0.10
H 1.386476 -1.578103 4.171734 -0.05 -0.01 0.00
H 2.670776 -0.783703 6.129134 -0.02 0.03 0.04
H 4.153676 1.191997 5.905634 0.01 0.03 0.08
H 4.363476 2.332597 3.727834 -0.02 0.07 -0.01
H 3.066776 1.533097 1.779034 -0.05 0.09 0.00
N -1.887624 1.225297 -0.342866 0.50 -0.86 0.01
C -2.678024 2.385097 -0.607166 -0.07 0.41 -0.02
C -2.068224 3.485597 -1.203866 -0.01 -0.19 0.15
C -2.831624 4.584797 -1.554166 0.18 -0.08 0.06
C -4.188824 4.580997 -1.307566 -0.52 0.61 -0.44
C -4.796224 3.512197 -0.687466 0.05 -0.17 0.21
C -4.041424 2.406797 -0.326666 0.22 -0.05 0.04
S -5.235624 5.832397 -2.082766 -0.09 -0.10 -0.22
O -6.390024 6.003097 -1.204566 0.20 -0.09 -0.03
O -4.410324 7.026497 -2.228966 0.00 -0.17 0.09
O -5.554124 5.172797 -3.352166 -0.04 0.25 0.18
H -1.444224 0.924097 -1.215066 -0.14 0.05 0.27
H -2.481024 0.463997 -0.006066 0.17 0.16 -0.11
H -1.004324 3.441697 -1.396466 0.10 0.07 0.02
H -2.401324 5.450697 -2.032366 0.10 0.06 -0.08
H -5.861424 3.558997 -0.516466 -0.09 -0.08 0.04
H -4.509124 1.548197 0.141034 0.00 -0.05 0.04
C 0.819976 -0.270503 -3.849066 0.07 0.01 -0.03
C 1.961476 0.499297 -3.165666 -0.07 -0.09 -0.07
C 2.382076 1.707197 -4.006166 -0.04 -0.07 0.06
C 3.147776 -0.448003 -2.932366 -0.06 0.04 -0.02
C 1.463676 0.921897 -1.856566 0.22 0.30 -0.03
C 1.037876 1.103097 -0.736766 0.58 -0.01 -0.22
H 1.174876 -0.779103 -4.746166 0.04 0.00 -0.14
H 0.015376 0.409497 -4.123766 -0.07 0.06 -0.03
H 0.412476 -1.011003 -3.161966 0.02 -0.06 0.01
H 2.682276 1.401297 -5.008866 0.05 -0.05 -0.10
H 3.211776 2.226897 -3.530566 0.08 0.04 0.02
H 1.553676 2.407997 -4.085266 -0.06 0.06 -0.06
H 3.481276 -0.898503 -3.868866 0.03 0.01 -0.10
H 2.852976 -1.240003 -2.245666 -0.01 -0.09 0.01
H 3.980376 0.090497 -2.483066 0.06 0.04 0.04
```
Positions in Å, forces in eV/Å.

Calculated values
LUMO (spin up / spin down): 2.7 / 2.3 eV
net charge: -2
molecular weight: 711.74 Da
energy relative to the best compared isomer or geometry (same formula, charge and spin): 1.078 eV
calculated total energy: -3878.2777 a.u.
multiplicity: 4
expectation value of S²: 4.06


Record 5
The molecule C5H13ClN2Si. Source: the Open Molecules 2025 dataset; level of theory: ωB97M-V/def2-TZVPD.

The geometry in XYZ format:
```
22
Properties=species:S:1:pos:R:3:forces:R:3
C 1.352733 0.375848 -0.351973 1.24 -0.24 -2.50
C 0.446281 0.029048 0.556267 -1.81 1.57 3.53
C 0.887259 0.490830 -1.820809 0.79 -2.40 0.34
C 2.820644 0.641680 0.058175 -1.09 0.70 -1.46
C 0.586013 -0.120065 2.067145 -0.30 -2.24 -0.50
N -2.418829 -0.074243 -1.646793 -1.41 -0.94 4.16
N -2.629824 -0.492610 1.168224 -1.22 1.65 0.54
Si -1.638599 -0.667603 -0.171522 0.94 -0.45 -2.32
Cl -1.331200 -2.705465 0.132784 0.15 -1.38 -0.09
H 0.167482 -0.381199 -2.140869 0.33 1.52 1.29
H 1.716113 0.133636 -2.457812 0.12 1.31 -0.10
H 0.452263 1.484503 -2.004587 0.21 -0.51 -0.37
H 3.018151 1.730485 -0.146552 0.34 -1.11 0.12
H 3.473085 -0.037731 -0.559659 -0.37 0.80 0.55
H 2.924812 0.452698 1.115459 0.26 -0.07 0.16
H 1.520585 -0.752033 2.366757 -1.20 1.62 -0.09
H 0.377265 0.883551 2.564071 0.76 -1.23 -0.61
H -0.258460 -0.786687 2.402480 0.63 0.73 -0.13
H -2.001226 0.196811 -2.451001 1.95 0.73 -2.69
H -3.283293 0.422650 -1.546054 -0.67 0.15 0.09
H -3.130140 -1.268024 1.612502 0.40 0.75 -0.36
H -3.051116 0.443923 1.253767 -0.03 -0.97 0.44
```
Positions in Å, forces in eV/Å.

Calculated values
LUMO (spin up / spin down): 0.7 / -2.8 eV
net charge: 0
molecular weight: 164.71 Da
energy relative to the best compared isomer or geometry (same formula, charge and spin): 0.000 eV
calculated total energy: -1057.3648 a.u.
multiplicity: 3
expectation value of S²: 2.00


Record 6
A cluster of 2 separate species, C3H5FO2P in total. Source: the Open Molecules 2025 dataset; level of theory: ωB97M-V/def2-TZVPD.

The geometry in XYZ format:
```
12
Properties=species:S:1:pos:R:3:forces:R:3
C 0.047507 2.802257 -0.103867 -0.29 -2.85 -0.80
C 0.913921 -0.098082 -0.655985 -0.31 0.47 -0.08
C -0.314882 0.766091 -0.854500 0.53 1.35 0.60
O -0.902827 3.094048 0.541831 -0.92 0.90 0.77
O 1.120724 3.103131 -0.512958 1.08 0.63 -0.36
F -0.481673 0.948817 -2.259590 0.05 -0.08 -0.33
P -1.899096 0.137597 -0.211197 0.02 -0.24 -0.42
H 0.983268 -0.399464 0.389620 0.07 -0.01 0.02
H 1.790240 0.505773 -0.907253 0.09 -0.05 0.04
H 0.924853 -0.991153 -1.289153 -0.07 -0.15 -0.06
H -2.289683 1.338511 0.386693 -0.34 0.28 0.18
H -1.363243 -0.329067 0.991955 0.09 -0.27 0.43
```
Positions in Å, forces in eV/Å.

Calculated values
LUMO: 4.2 eV
net charge: -1
molecular weight: 123.04 Da
energy relative to the best compared isomer or geometry (same formula, charge and spin): 3.323 eV
calculated total energy: -709.0189 a.u.